17
Properties=species:S:1:pos:R:3:forces:R:3 method="wB97M-V/def2-TZVPD" de_lowest_kcal_mol=37.2 homo_energy_ev=-9.922 multiplicity=1 orbital_gap_ev=10.33 lumo_ev=0.41 total_charge=0
C 2.008209 -0.351097 0.338283 0.461 0.175 0.199
C -0.002773 1.208768 0.390265 2.859 2.179 1.203
C -0.767105 0.935610 -0.815668 -4.007 1.119 -2.600
C 0.614370 -0.119766 0.843416 -0.242 0.295 0.843
C -1.351425 -0.382931 -0.427652 -0.958 -4.601 -4.241
N -0.252484 -1.080749 0.161843 -0.791 -0.401 1.007
O 2.133402 -1.168134 -0.669418 -1.509 -1.346 -1.797
O 2.971579 0.128658 0.842884 0.973 1.029 0.926
Cl -2.832324 -0.319513 0.519251 -0.530 0.137 0.674
H 0.801291 2.056692 0.507201 -1.904 -1.405 -0.602
H -0.917717 1.405148 0.899240 0.240 0.658 2.394
H -1.717996 1.645017 -0.995260 2.372 -1.148 0.481
H -0.397255 0.761925 -1.788576 1.342 0.189 -0.992
H 0.752546 -0.113265 1.967806 -0.748 -0.426 -1.118
H -1.717397 -1.225299 -1.533482 0.978 2.930 3.214
H 1.184190 -1.456797 -0.907292 1.394 0.374 0.447
H -0.509117 -1.924264 0.667151 0.069 0.239 -0.038

17
Properties=species:S:1:pos:R:3:forces:R:3 method="wB97M-V/def2-TZVPD" de_lowest_kcal_mol=14.9 homo_energy_ev=-9.053 multiplicity=1 orbital_gap_ev=9.78 lumo_ev=0.73 smiles=c1c[nH]cn1.FCCF total_charge=0
F 3.005859 4.727328 -1.258500 0.000 -0.030 0.051
F 1.020120 3.154009 0.154680 0.005 0.000 0.022
C 3.257039 3.877268 -0.191440 0.578 -0.384 0.079
C 2.081689 3.829859 0.738290 0.038 0.301 0.644
H 3.490669 2.872139 -0.592160 -0.213 0.442 0.142
H 4.152968 4.241449 0.347200 -0.429 -0.056 -0.192
H 2.359339 3.309939 1.675329 -0.065 0.081 -0.447
H 1.742729 4.848968 1.006570 0.112 -0.422 -0.259
N 4.242969 0.097640 2.396299 -0.807 -0.175 -0.130
C 3.050549 -0.298940 1.980679 0.397 0.136 0.126
C 4.066369 0.449230 3.713189 -0.261 0.056 0.322
C 2.755759 0.263430 4.096549 0.367 0.143 0.149
N 2.122909 -0.214840 2.976309 -0.552 -0.197 -0.253
H 2.804819 -0.653170 0.979560 0.108 0.146 0.411
H 4.892838 0.819010 4.320069 -0.348 -0.163 -0.252
H 2.231229 0.423790 5.038498 0.274 -0.079 -0.449
H 1.133399 -0.463480 2.901669 0.798 0.202 0.037

16
Properties=species:S:1:pos:R:3:forces:R:3 method="wB97M-V/def2-TZVPD" de_lowest_kcal_mol=40.1 homo_energy_ev=-10.054 multiplicity=1 orbital_gap_ev=10.76 lumo_ev=0.71 total_charge=0
C -2.068228 -0.722445 0.526077 -0.712 1.986 1.415
C -1.984033 0.844900 0.194222 0.909 -1.490 0.743
C -0.962809 1.445831 -0.422069 1.490 0.410 -0.032
C 0.475748 0.707585 -0.793161 -2.701 1.489 0.508
C 1.183735 -0.172162 0.211878 2.556 1.715 -0.687
H -1.297198 -1.268834 -1.232608 -0.186 -0.201 1.636
H -1.679746 -0.943432 1.673945 -1.555 0.600 -2.819
H -3.191890 -0.952939 0.315211 1.879 -0.146 0.874
H -2.768947 1.470433 0.608342 -0.287 -0.218 -0.324
H -1.092301 2.592972 -0.619452 0.697 -2.350 0.318
H 1.154304 1.466506 -1.116529 0.485 0.522 -0.171
H 0.311760 0.046882 -1.634833 -0.021 0.006 -0.241
H 0.513632 -0.832412 0.700545 0.215 -0.980 0.513
O -1.199548 -1.469746 -0.260473 -0.148 -0.561 -1.842
F 2.011081 0.481590 1.137201 -1.606 0.117 -0.212
F 2.186728 -0.753085 -0.571925 -1.014 -0.901 0.321

Q: Look up the multiplicity of the first one.
A: 1

Q: Look up the multiplicity of the second one.
A: 1